Density functional theory data (ωB97M-V/def2-TZVPD) for a molecular structure, C53H53N6O2S2SbSnTe.

Properties
Kohn-Sham gap (spin up / spin down) (Ha): 0.0703 / 0.0702
Total energy (hartree): -4048.959217
Multiplicity: 1
HOMO level (spin up / spin down) (hartree): 0.0579 / 0.0580
Total charge: -2

Last column: Mulliken charge in e.
Element x y z (Å)
Sn (0.270, 1.563, 0.211)  -1.190
N (-0.926, 2.351, 2.004)  -0.260
C (-1.921, 3.412, 1.752)  -0.300
C (-2.341, 3.528, 0.318)  -1.833
N (-1.265, 3.384, -0.646)  1.922
C (-0.534, 4.666, -0.970)  -1.257
C (0.609, 4.792, 0.066)  -0.259
N (1.325, 3.494, 0.096)  -0.487
H (-1.388, 1.494, 2.060)  0.351
H (-0.441, 2.515, 2.907)  0.010
H (-1.572, 4.340, 2.259)  0.055
H (-2.860, 3.203, 2.326)  0.630
H (-2.790, 4.571, 0.255)  0.197
H (-3.141, 2.791, 0.090)  0.607
H (-1.693, 3.056, -1.501)  0.122
H (-1.179, 5.488, -0.951)  0.320
H (-0.205, 4.535, -2.011)  0.334
H (0.385, 5.010, 1.141)  0.150
H (1.320, 5.610, -0.241)  0.454
H (1.846, 3.467, 0.943)  0.401
H (2.125, 3.464, -0.607)  -0.080
S (4.375, 3.824, -4.984)  -0.450
C (5.216, 4.953, -3.834)  0.511
C (6.407, 5.591, -4.274)  -0.685
C (7.559, 5.656, -3.515)  -0.531
C (7.937, 4.665, -2.538)  -0.169
C (7.091, 4.075, -1.670)  -0.280
C (5.000, 4.369, -2.444)  0.716
N (4.342, 3.198, -2.482)  -0.110
C (4.001, 2.807, -3.672)  0.538
C (3.332, 1.559, -3.920)  0.066
C (2.655, 1.261, -5.098)  -0.244
C (1.679, 0.291, -5.162)  -0.898
C (1.168, -0.291, -4.011)  0.265
C (2.009, -0.269, -2.926)  -1.047
C (2.847, 0.866, -2.722)  0.144
H (6.402, 6.149, -5.170)  0.365
H (8.233, 6.492, -3.722)  0.367
H (9.012, 4.328, -2.529)  0.301
H (7.388, 3.096, -1.298)  0.357
H (2.817, 1.861, -6.011)  0.154
H (1.287, 0.096, -6.171)  0.249
H (0.203, -0.786, -3.997)  0.609
H (2.039, -1.034, -2.155)  0.300
O (4.358, 5.525, -2.754)  -0.512
S (1.268, 4.000, 6.121)  -0.321
O (5.861, 4.579, -1.370)  -0.351
N (0.776, 2.808, 5.138)  -0.050
C (1.328, 1.600, 5.305)  -0.344
C (2.604, 1.317, 5.939)  -0.753
C (3.069, -0.005, 6.122)  -0.721
C (2.350, -1.057, 5.594)  -0.956
C (1.083, -0.834, 4.988)  1.333
C (0.255, -1.924, 4.563)  -0.906
C (-1.025, -1.586, 4.108)  -0.326
C (-1.497, -0.271, 4.249)  -0.405
N (-0.716, 0.783, 4.372)  -0.247
C (0.544, 0.466, 4.897)  0.610
C (0.445, 5.361, 5.488)  0.597
C (-0.888, 5.377, 5.141)  -0.439
C (-1.429, 6.538, 4.568)  -0.320
C (-0.630, 7.694, 4.424)  -0.468
C (0.709, 7.661, 4.840)  -0.480
C (1.298, 6.475, 5.289)  -0.691
H (3.195, 2.141, 6.282)  0.415
H (4.003, -0.144, 6.680)  0.325
H (2.703, -2.053, 5.823)  0.281
H (0.642, -2.968, 4.602)  0.363
H (-1.707, -2.268, 3.600)  0.372
H (-2.574, -0.069, 4.047)  0.384
H (-1.446, 4.442, 5.268)  0.348
H (-2.454, 6.476, 4.188)  0.376
H (-1.043, 8.641, 4.030)  0.330
H (1.302, 8.511, 4.602)  0.348
H (2.362, 6.311, 5.539)  0.354
Te (3.400, 1.114, -0.718)  -0.421
C (-4.934, -6.384, -2.072)  -1.349
C (-5.404, -5.234, -1.217)  0.718
C (-6.771, -5.022, -1.044)  -0.600
C (-7.321, -4.018, -0.272)  -0.647
C (-6.445, -3.412, 0.626)  -0.504
C (-5.089, -3.591, 0.556)  -0.782
C (-4.520, -4.420, -0.419)  0.326
Sb (-2.639, -3.812, -1.281)  0.842
C (-2.527, -4.673, -3.253)  0.494
C (-3.389, -3.996, -4.104)  -0.864
C (-3.231, -4.048, -5.484)  -0.894
C (-2.362, -5.015, -6.056)  -0.500
C (-1.542, -5.742, -5.188)  -0.587
C (-1.619, -5.571, -3.769)  1.116
C (-0.737, -6.524, -3.033)  -1.016
C (-1.506, -5.095, 0.011)  0.698
C (-2.154, -6.093, 0.723)  -0.508
C (-1.403, -7.105, 1.418)  -0.559
C (0.009, -7.171, 1.292)  -0.835
C (0.629, -6.037, 0.726)  -0.303
C (-0.078, -5.001, 0.045)  0.225
C (0.650, -3.758, -0.473)  -1.401
H (-5.173, -7.352, -1.486)  0.372
H (-3.868, -6.370, -2.138)  0.033
H (-5.408, -6.381, -3.039)  0.443
H (-7.386, -5.754, -1.576)  0.365
H (-8.389, -3.677, -0.336)  0.321
H (-6.765, -2.663, 1.287)  0.437
H (-4.412, -3.097, 1.239)  0.507
H (-4.145, -3.286, -3.720)  0.328
H (-3.860, -3.507, -6.158)  0.418
H (-2.258, -5.046, -7.152)  0.346
H (-0.861, -6.573, -5.526)  0.267
H (0.295, -6.622, -3.563)  0.442
H (-1.253, -7.562, -3.183)  0.257
H (-0.474, -6.381, -1.975)  -0.200
H (-3.200, -6.214, 0.741)  0.430
H (-1.986, -7.808, 2.016)  0.372
H (0.651, -7.949, 1.712)  0.365
H (1.699, -5.840, 0.797)  0.369
H (1.697, -3.987, -0.733)  0.450
H (0.594, -2.903, 0.277)  0.333
H (0.117, -3.433, -1.377)  0.138

Density functional theory data (ωB97M-V/def2-TZVPD) for 2 unconnected molecules or ions with the total composition C6H12ClN2.

Properties
Kohn-Sham gap (spin up / spin down) (Ha): 0.3268 / 0.3268
Total energy (hartree): -805.056952
Multiplicity: 1
HOMO level (spin up / spin down) (hartree): -0.5205 / -0.5205
Total charge: +1

Last column: natural (NBO) charge in e.
Element x y z (Å)
C (3.439, -0.014, -0.004)  0.340
C (-1.396, -0.701, 1.045)  -0.601
C (-0.805, 1.542, -0.366)  -0.606
C (-0.278, -0.804, -1.094)  -0.602
C (0.776, -0.114, 1.034)  0.081
C (-0.369, 0.027, 0.138)  -0.147
N (2.395, 0.710, 0.037)  -0.232
N (2.743, -0.260, -1.116)  -0.473
Cl (4.754, -0.489, 0.740)  0.297
H (-1.094, -1.681, 1.397)  0.229
H (-1.487, -0.233, 2.014)  0.229
H (-2.279, -0.757, 0.377)  0.265
H (-0.649, 2.326, 0.427)  0.232
H (-0.264, 1.671, -1.356)  0.230
H (-1.961, 1.579, -0.534)  0.242
H (-0.176, -1.836, -0.776)  0.216
H (0.501, -0.431, -1.664)  0.216
H (-1.213, -0.799, -1.674)  0.236
H (1.190, -1.078, 1.206)  0.208
H (0.948, 0.572, 1.827)  0.222
H (3.037, 0.075, -2.103)  0.416

Density functional theory data (ωB97M-V/def2-TZVPD) for 2 unconnected molecules or ions with the total composition C2H7S.

Properties
Kohn-Sham gap (Ha): 0.2348
Total energy (hartree): -478.579107
Multiplicity: 1
HOMO level (hartree): -0.0733
Total charge: -1

Last column: natural (NBO) charge in e.
Element x y z (Å)
C (-1.274, -0.107, 2.103)  -0.861
H (-1.411, -1.007, 1.562)  0.222
H (-2.173, 0.189, 2.624)  0.177
H (-0.439, -0.179, 2.771)  0.194
H (-1.218, 0.593, 1.297)  0.260
C (1.457, 0.093, -2.137)  -0.739
S (-0.221, 0.358, -1.390)  -0.768
H (2.223, 0.299, -1.453)  0.166
H (1.548, 0.785, -3.078)  0.171
H (1.509, -1.023, -2.299)  0.178

Which largest force on an atom belongs to each record? In order, 0.072, 0.055, 0.052 Eh/bohr.